Density functional theory data (ωB97M-V with the def2-TZVPD basis set) for C18H64BN4O12Zr as an isolated structure at a distorted geometry.

total energy = -1917.7590 Ha
M = 630.8 g/mol
HOMO = -11.48 eV
spin multiplicity = 1
charge = +1
gap between HOMO and LUMO = 0.319 Eh
maximum force = 4.979 eV Å⁻¹

Atoms and positions in Å:
1 Zr -2.396 -0.880 -2.095
2 B -0.179 -0.986 -1.459
3 H -0.686 0.002 -1.411
4 H -0.951 -1.669 -1.054
5 H 0.037 -1.138 -2.538
6 H 0.735 -1.095 -0.800
7 O -4.022 -1.162 -3.597
8 C -3.774 -0.368 -4.815
9 C -2.268 0.051 -5.074
10 O -1.537 0.142 -3.879
11 H -4.456 0.463 -4.635
12 H -4.110 -0.964 -5.664
13 H -2.150 0.974 -5.647
14 H -1.816 -0.743 -5.683
15 C 3.252 2.893 1.607
16 C 3.244 1.798 0.544
17 C 4.585 1.245 -0.011
18 O 5.421 2.329 -0.410
19 C 6.698 1.817 -0.755
20 N 2.412 0.710 1.109
21 H 3.684 3.807 1.191
22 H 3.950 2.674 2.423
23 H 2.274 3.100 2.035
24 H 2.694 2.305 -0.254
25 H 4.435 0.481 -0.777
26 H 5.080 0.791 0.857
27 H 6.593 0.991 -1.464
28 H 7.088 1.327 0.148
29 H 7.382 2.608 -1.044
30 H 3.005 0.208 1.764
31 H 2.332 0.159 0.252
32 C -2.163 -6.434 0.106
33 C -1.591 -5.288 0.954
34 C -0.540 -5.707 1.983
35 O -1.255 -6.453 2.970
36 C -0.448 -6.655 4.104
37 N -1.142 -4.194 0.073
38 H -1.667 -7.398 0.205
39 H -2.090 -6.144 -0.944
40 H -3.224 -6.538 0.327
41 H -2.363 -4.914 1.632
42 H -0.104 -4.824 2.455
43 H 0.214 -6.312 1.469
44 H -0.253 -5.746 4.685
45 H 0.560 -6.965 3.804
46 H -0.829 -7.429 4.766
47 H -0.463 -3.569 0.502
48 H -0.568 -4.667 -0.622
49 C -0.292 3.322 -0.045
50 C -1.024 4.150 -1.125
51 C -0.178 5.429 -1.333
52 O -0.385 6.308 -0.242
53 C 0.129 7.625 -0.542
54 N -1.172 3.381 -2.391
55 H -0.825 2.368 -0.038
56 H -0.413 3.804 0.923
57 H 0.755 3.191 -0.311
58 H -1.983 4.471 -0.717
59 H -0.414 5.877 -2.306
60 H 0.862 5.099 -1.438
61 H -0.685 8.219 -0.961
62 H 1.005 7.475 -1.170
63 H 0.405 8.148 0.372
64 H -1.580 4.133 -2.951
65 H -0.271 3.325 -2.862
66 C 0.273 -1.531 2.868
67 C -0.287 -0.172 3.385
68 C 0.714 0.529 4.311
69 O 0.218 1.633 5.017
70 C -0.754 1.399 6.040
71 N -0.562 0.678 2.220
72 H -0.573 -2.201 2.692
73 H 0.916 -2.029 3.594
74 H 0.789 -1.446 1.911
75 H -1.205 -0.393 3.932
76 H 1.589 0.894 3.772
77 H 1.042 -0.161 5.101
78 H -1.595 0.806 5.675
79 H -1.128 2.362 6.375
80 H -0.308 0.880 6.892
81 H -0.891 1.560 2.609
82 H 0.406 0.832 1.920
83 O 1.092 0.840 -4.712
84 H 0.253 0.369 -4.569
85 H 0.857 1.770 -4.684
86 O -1.610 -2.774 -3.158
87 H -1.781 -3.056 -4.065
88 H -0.837 -3.275 -2.876
89 O -2.993 1.300 -1.830
90 H -3.869 1.652 -1.636
91 H -2.405 2.092 -1.896
92 O -3.087 -2.629 -0.950
93 H -2.558 -3.249 -0.378
94 H -3.901 -3.108 -1.161
95 O -2.379 -0.309 0.222
96 H -3.098 -0.390 0.858
97 H -1.684 0.204 0.692
98 O 2.614 -0.850 -2.725
99 H 1.818 -0.908 -2.178
100 H 2.361 -0.275 -3.463


Density functional theory data (ωB97M-V with the def2-TZVPD basis set) for a 15-piece molecular cluster, C18H66N20O19 overall at a distorted geometry.

total energy = -3250.5419 Ha
M = 866.8 g/mol
HOMO = -8.77 eV
spin multiplicity = 1
charge = 0
gap between HOMO and LUMO = 0.307 Eh
maximum force = 2.005 eV Å⁻¹

Atoms and positions in Å:
1 C 2.195 -4.496 1.832
2 O 2.974 -5.046 1.061
3 N 0.949 -4.052 1.503
4 N 2.615 -4.052 3.046
5 H 0.527 -4.313 0.625
6 H 0.446 -3.405 2.091
7 H 3.575 -4.221 3.278
8 H 1.956 -3.724 3.729
9 C 2.145 5.057 1.237
10 O 2.631 4.805 2.333
11 N 0.984 4.537 0.756
12 N 2.732 5.966 0.403
13 H 0.711 4.712 -0.193
14 H 0.507 3.812 1.255
15 H 3.521 6.514 0.688
16 H 2.346 6.208 -0.492
17 C 0.388 -1.633 4.602
18 O 0.128 -2.637 3.929
19 N -0.211 -0.429 4.467
20 N 1.350 -1.660 5.569
21 H -0.804 -0.297 3.666
22 H -0.292 0.160 5.277
23 H 1.599 -0.845 6.101
24 H 1.888 -2.504 5.623
25 C -1.226 -1.918 -3.811
26 O -0.065 -1.963 -3.443
27 N -1.631 -2.184 -5.090
28 N -2.294 -1.814 -2.942
29 H -0.856 -2.285 -5.728
30 H -2.554 -1.956 -5.400
31 H -2.116 -1.752 -1.957
32 H -3.192 -1.848 -3.381
33 C -3.325 -3.241 2.769
34 O -2.835 -2.702 1.764
35 N -2.547 -3.766 3.732
36 N -4.666 -3.300 2.941
37 H -2.875 -4.102 4.618
38 H -1.546 -3.726 3.597
39 H -5.305 -2.877 2.294
40 H -5.016 -3.834 3.715
41 C -1.719 2.830 3.666
42 O -1.691 2.586 4.866
43 N -1.079 3.900 3.101
44 N -2.407 2.060 2.784
45 H -1.142 4.039 2.110
46 H -0.601 4.536 3.712
47 H -2.862 1.275 3.215
48 H -2.412 2.173 1.788
49 C -2.021 1.332 -4.808
50 O -0.860 1.179 -4.501
51 N -2.538 1.143 -6.074
52 N -2.977 1.805 -3.946
53 H -1.921 0.861 -6.813
54 H -3.513 1.263 -6.263
55 H -2.724 2.127 -3.031
56 H -3.922 1.795 -4.281
57 C 2.566 -0.711 -5.672
58 O 1.873 -1.408 -6.405
59 N 3.894 -0.472 -5.917
60 N 2.084 -0.140 -4.533
61 H 4.160 -0.543 -6.881
62 H 4.417 0.057 -5.245
63 H 2.749 0.357 -3.960
64 H 1.135 -0.296 -4.241
65 C 4.409 -1.523 0.033
66 O 5.264 -0.664 0.247
67 N 3.308 -1.237 -0.717
68 N 4.543 -2.816 0.432
69 H 3.157 -0.289 -1.027
70 H 2.848 -2.003 -1.177
71 H 5.280 -2.965 1.095
72 H 3.927 -3.537 0.098
73 C -2.570 2.843 -0.652
74 O -1.626 3.191 0.056
75 N -2.880 1.541 -0.870
76 N -3.460 3.736 -1.180
77 H -2.349 0.828 -0.383
78 H -3.675 1.262 -1.414
79 H -3.333 4.714 -0.997
80 H -4.300 3.416 -1.622
81 C 0.121 0.211 -1.033
82 C -0.206 -0.771 0.084
83 O -1.426 -0.376 0.746
84 O 0.690 1.407 -0.468
85 H -0.790 0.363 -1.610
86 H 0.939 -0.159 -1.649
87 H 0.656 -0.880 0.747
88 H -0.381 -1.745 -0.392
89 H -1.608 -1.106 1.350
90 H -0.029 1.864 -0.004
91 C 1.520 2.356 4.546
92 C 2.236 1.451 3.560
93 O 3.435 2.081 3.165
94 O 2.218 2.483 5.793
95 H 0.515 2.038 4.804
96 H 1.413 3.341 4.081
97 H 1.481 1.162 2.814
98 H 2.531 0.526 4.060
99 H 3.144 2.871 2.686
100 H 3.067 2.856 5.520
101 C -4.802 -2.862 -1.055
102 C -5.846 -2.286 -2.003
103 O -7.123 -2.308 -1.323
104 O -4.188 -1.783 -0.364
105 H -4.041 -3.404 -1.630
106 H -5.273 -3.527 -0.328
107 H -6.036 -2.949 -2.849
108 H -5.559 -1.257 -2.223
109 H -7.788 -2.705 -1.886
110 H -3.615 -2.156 0.345
111 C 4.698 2.528 -0.473
112 C 3.843 2.632 -1.716
113 O 3.095 1.421 -1.891
114 O 5.837 1.748 -0.706
115 H 4.053 2.173 0.345
116 H 5.001 3.521 -0.116
117 H 4.490 2.806 -2.579
118 H 3.098 3.437 -1.754
119 H 2.229 1.531 -1.481
120 H 5.617 0.834 -0.417
121 O 0.864 -3.924 -1.596
122 H 0.361 -3.384 -2.223
123 H 1.718 -3.488 -1.533